108
Properties=species:S:1:pos:R:3:mulliken_charge:R:1 method="wB97M-V/def2-TZVPD" e_lumo_ev=2.082 e_homo_ev=-4.2758 de_lowest_kcal_mol=0.0 homo_lumo_gap_ev=6.4 total_charge=-1 multiplicity=1 e_tot_ha=-5457.65731
Pb 0.5386 0.1731 1.3867 1.035
C 3.5003 -2.0725 4.0803 -1.890
C 2.5212 -2.6439 3.0967 0.226
N 2.5201 -2.4090 1.8447 0.006
N 3.4008 -1.4629 1.3846 -0.235
C 3.4352 -1.2259 0.0163 -0.018
N 3.6055 0.0639 -0.3144 -0.129
S 3.3340 -2.4605 -1.0847 -0.402
C 1.4125 -3.5073 3.5926 1.198
C 0.9136 -3.2959 4.8765 -0.694
C -0.1534 -4.0573 5.3206 -0.599
C -0.6710 -5.0296 4.4812 -0.543
C -0.1028 -5.1712 3.2236 -0.385
N 0.8993 -4.4272 2.7695 -0.430
H 4.4557 -1.8786 3.5920 0.533
H 3.1225 -1.1428 4.5144 0.293
H 3.6754 -2.7773 4.8932 0.456
H 3.6012 -0.6792 1.9950 0.405
H 3.2642 0.7789 0.3233 -0.191
H 3.3965 0.2890 -1.2853 0.456
H 1.3162 -2.5044 5.4931 0.607
H -0.5812 -3.8789 6.2984 0.485
H -1.5016 -5.6547 4.7804 0.434
H -0.4808 -5.9273 2.5411 0.444
N -2.2319 -2.6551 1.6249 -0.123
C -2.9298 -3.5086 0.6571 0.403
C -3.8465 -2.6319 -0.2063 -1.616
C -3.0585 -1.7226 -1.1503 0.158
N -2.3240 -0.7087 -0.3410 1.143
C -2.0994 -2.5176 -2.0291 -0.501
C -1.1639 -3.4297 -1.2365 -0.003
N -0.1849 -2.6095 -0.5480 0.441
C -1.9485 -4.2772 -0.2326 -1.733
H -2.8206 -2.3820 2.4049 0.172
H -1.9505 -1.2098 0.4969 -0.227
H -1.3822 -3.0713 1.9852 -0.453
H -3.5564 -4.2591 1.1599 0.347
H -4.5057 -2.0397 0.4363 0.449
H -4.4895 -3.2716 -0.8178 0.570
H -3.7450 -1.1706 -1.7967 0.462
H -2.9356 0.0198 0.0221 0.590
H -1.5035 -0.2592 -0.8416 -0.333
H -1.5189 -1.8388 -2.6598 -0.396
H -2.7168 -3.1310 -2.6940 0.614
H -0.7026 -4.1278 -1.9545 0.589
H 0.3252 -2.0282 -1.2080 -0.568
H 0.5175 -3.1600 -0.0611 0.302
H -1.2492 -4.8386 0.3924 0.376
H -2.5275 -5.0199 -0.7935 0.535
O -3.5007 -1.4025 6.8746 -0.652
C -2.8006 -0.9139 6.0208 0.652
S -3.4085 -0.2375 4.5018 -0.173
C -1.8546 0.2243 3.8175 -0.348
C -0.7585 -0.0484 4.5481 0.004
S 0.9016 0.3330 4.1546 -0.437
S -1.0414 -0.7959 6.1170 -0.182
S -1.9235 1.0497 2.2685 -0.436
Cl -4.1683 3.8388 0.9052 -0.169
C -3.3214 4.2688 2.4107 0.050
Cl -1.8228 5.1441 2.1060 -0.106
H -3.0731 3.3370 2.9067 -0.194
H -3.9847 4.9025 2.9863 0.374
C -1.0713 4.1125 -4.0257 -1.906
C -1.1473 2.9527 -3.0402 1.991
C -2.2882 2.0219 -3.4422 -1.093
C -1.3196 3.4681 -1.6199 -1.247
O 0.1425 2.3125 -3.1496 -0.259
P 0.5811 0.8781 -2.5729 -0.489
O 2.0617 0.8651 -2.5450 -1.115
O -0.2245 0.5546 -1.3361 0.118
O -0.0080 -0.1714 -3.6593 0.272
C 0.6181 -0.5225 -4.9172 1.566
C 1.1223 0.7141 -5.6517 -1.532
C 1.7476 -1.5061 -4.6497 -1.352
C -0.4979 -1.1895 -5.7105 -1.733
H -1.9893 4.7028 -3.9906 0.383
H -0.9308 3.7386 -5.0413 0.386
H -0.2293 4.7569 -3.7721 0.382
H -3.2375 2.5553 -3.3568 0.559
H -2.3211 1.1463 -2.7987 -0.149
H -2.1651 1.6821 -4.4724 0.222
H -2.2987 3.9345 -1.4958 0.373
H -0.5521 4.2098 -1.3915 0.155
H -1.2246 2.6584 -0.8975 0.129
H 1.8800 1.2296 -5.0637 0.297
H 0.3026 1.4059 -5.8510 0.232
H 1.5638 0.4113 -6.6043 0.531
H 2.4984 -1.0572 -4.0030 0.213
H 2.2117 -1.8100 -5.5915 0.483
H 1.3619 -2.3957 -4.1479 0.239
H -1.3170 -0.4876 -5.8777 0.347
H -0.8831 -2.0516 -5.1631 0.308
H -0.1264 -1.5318 -6.6786 0.428
C 3.4590 4.9396 2.3859 -1.674
C 3.0761 4.4529 0.9832 2.208
C 4.3403 4.2252 0.1451 -1.713
C 2.1931 5.5047 0.2967 -1.303
C 2.3224 3.1939 1.0846 0.958
C 1.6815 2.1661 1.1754 -1.921
H 4.0432 5.8617 2.3183 0.396
H 4.0519 4.1857 2.9054 0.350
H 2.5657 5.1314 2.9815 0.375
H 4.8838 5.1657 0.0178 0.449
H 4.0812 3.8316 -0.8385 0.299
H 5.0021 3.5079 0.6340 0.379
H 2.7172 6.4636 0.2477 0.424
H 1.2638 5.6431 0.8508 0.161
H 1.9423 5.1893 -0.7170 0.230